Formula: C18H19O6SSc
Source: the OMol25 dataset
Level of theory: the ωB97M-V functional and the def2-TZVPD basis

Calculated values
- Energy above the lowest of the compared OMol25 structures with the same formula, charge and spin: 0.00 kcal per mole
- HOMO energy: -14.74 eV

Structure (ORCA input):
```
! wB97M-V def2-TZVPD RIJCOSX def2/J DEFGRID3
* xyz 2 1
Sc -1.16296 -0.90269 1.46345
O -2.71878 1.55693 -1.62305
C -2.01876 0.81602 -0.83002
O -2.48793 0.14134 0.09174
C -0.55097 0.80881 -1.13229
O 0.11169 0.03406 -0.13647
C 1.19888 0.73279 0.56252
C 0.68463 1.27102 1.90084
O 1.19323 2.17278 2.47286
O -0.38322 0.55975 2.32944
H -3.66727 1.55634 -1.39992
H -0.18290 1.83535 -1.15942
H -0.39765 0.36158 -2.11769
H 1.59792 1.53784 -0.04891
H 1.98290 0.00052 0.74687
O 0.25974 -2.28654 1.72216
S 0.62185 -3.68697 2.28831
C 0.88674 -4.72859 0.83738
C 1.07316 -6.14044 1.32244
C 0.10679 -7.10446 1.04453
C 0.26338 -8.40001 1.51114
C 1.37937 -8.73231 2.26814
C 2.34306 -7.77435 2.54894
C 2.19379 -6.47856 2.07607
C -0.98438 -4.29762 2.90734
C -2.11340 -3.47697 2.34956
C -2.66005 -3.74487 1.09394
C -3.67952 -2.95269 0.58447
C -4.17010 -1.88211 1.32242
C -3.63210 -1.59465 2.57302
C -2.60845 -2.38803 3.08393
H 1.78176 -4.31470 0.36983
H 0.03955 -4.61394 0.16064
H -0.75269 -6.84936 0.43331
H -0.47779 -9.15187 1.27706
H 1.50210 -9.74363 2.63088
H 3.21797 -8.03601 3.12794
H 2.96314 -5.74282 2.28276
H -0.94356 -4.22842 3.99349
H -1.04256 -5.35567 2.64619
H -2.31061 -4.59750 0.52467
H -4.11021 -3.18152 -0.38146
H -4.97678 -1.28063 0.92708
H -4.02649 -0.78343 3.17322
H -2.19171 -2.17197 4.06337
*
```

Formula: C18H19O9P3Pd
Source: the OMol25 dataset
Level of theory: the ωB97M-V functional and the def2-TZVPD basis

Calculated values
- Energy above the lowest of the compared OMol25 structures with the same formula, charge and spin: 0.00 kcal per mole
- HOMO energy: 0.45 eV

Structure (ORCA input):
```
! wB97M-V def2-TZVPD RIJCOSX def2/J DEFGRID3
* xyz -2 1
Pd 0.55148 0.26853 -1.56905
O -1.54910 3.55694 -3.17975
P -0.66061 2.70048 -2.14086
O -1.22992 2.49364 -0.75462
O -0.50374 1.34925 -2.89172
O 0.74737 3.47904 -2.15706
P 2.27779 2.84298 -2.37896
O 2.45921 2.95343 -3.99052
O 3.28458 3.79460 -1.73403
O 2.32981 1.37615 -2.10688
H -1.96234 4.35892 -2.73322
H 3.01919 3.80107 -4.16220
O 2.12002 -1.42974 0.33598
P 0.73730 -1.00051 0.85576
C -0.55820 -1.65182 -0.24896
C -0.65219 -3.01155 -0.52554
C -1.35811 -3.44995 -1.63671
C -2.01833 -2.54786 -2.48687
C -1.96410 -1.21508 -2.25824
C -1.27252 -0.73839 -1.05077
C 0.62875 0.71151 1.42971
C 1.61527 1.62825 1.01622
C 1.53391 2.94366 1.45058
C 0.38294 3.40232 2.16936
C -0.57059 2.47689 2.55341
C -0.42856 1.10564 2.25268
C 0.06593 -1.88420 2.25809
C 0.90499 -2.66545 3.03707
C 0.34756 -3.55053 3.99867
C -1.00153 -3.47736 4.35192
C -1.79374 -2.56939 3.63441
C -1.35697 -1.97208 2.47997
H -0.11493 -3.79550 0.12356
H -1.27959 -4.47143 -1.87366
H -2.37647 -2.96087 -3.42848
H -2.54055 -0.57538 -2.92240
H -1.40519 0.31890 -0.65354
H 2.43207 1.26715 0.42594
H 2.34182 3.62068 1.15393
H 0.25347 4.43744 2.46983
H -1.48673 2.76490 3.02341
H -1.16522 0.44499 2.65237
H 1.94932 -2.59752 2.76596
H 1.01726 -4.24640 4.46471
H -1.48699 -4.14755 5.08587
H -2.80190 -2.36071 3.88958
H -1.99747 -1.64046 1.69307
O 1.59117 -0.42722 -4.27296
H 0.74037 -0.00856 -4.49034
H 2.20402 0.29810 -3.92471
*
```

Formula: C18H20AgF6N3O4
Source: the OMol25 dataset
Level of theory: the ωB97M-V functional and the def2-TZVPD basis

Calculated values
- Energy above the lowest of the compared OMol25 structures with the same formula, charge and spin: 9.58 kcal per mole
- HOMO energy: -8.06 eV

Structure (ORCA input):
```
! wB97M-V def2-TZVPD RIJCOSX def2/J DEFGRID3
* xyz 0 1
Ag 0.32867 -1.72444 -1.03679
O 0.69770 1.00163 5.61613
C 0.53454 -0.38796 5.39597
C 0.72612 -0.69206 3.93783
C 0.92640 -1.99816 3.51676
C 1.05465 -2.24071 2.16313
N 0.98280 -1.28360 1.24094
C 0.79382 -0.02238 1.63735
C 0.67438 0.30709 2.98165
C 0.67489 1.01601 0.56102
C 0.24664 2.30425 0.83695
C 0.06672 3.20740 -0.20143
C -0.39665 4.61199 0.09018
O 0.42825 5.26056 1.05032
C 0.32804 2.77831 -1.49102
C 0.76293 1.47586 -1.68036
N 0.95197 0.61838 -0.68451
H 0.41703 1.21138 6.51036
H -0.47004 -0.71631 5.67954
H 1.25062 -0.96948 5.98188
H 0.98182 -2.81375 4.22829
H 1.22878 -3.24462 1.79306
H 0.54733 1.32905 3.30434
H 0.02032 2.61575 1.84744
H -1.39290 4.59111 0.52966
H -0.45327 5.18126 -0.84017
H 1.32693 5.29943 0.70748
H 0.17469 3.43402 -2.34016
H 0.95944 1.09784 -2.67756
C 4.30451 -1.58362 -2.48072
C 2.87356 -2.01518 -2.65184
N 2.21984 -1.53365 -3.73510
O 2.31197 -2.74045 -1.83662
H 4.80954 -1.42635 -3.43365
H 4.83181 -2.33269 -1.89688
H 4.30853 -0.64633 -1.91893
H 2.66580 -0.92055 -4.39171
H 1.23423 -1.72998 -3.83162
C -3.26497 -2.62273 -1.58703
C -2.69091 -1.20491 -1.75243
O -1.42366 -1.16703 -2.21636
C -2.80209 -0.48958 -0.37187
F -4.05707 -0.40109 0.10711
F -2.29264 0.75407 -0.38312
F -2.09317 -1.17601 0.56097
C -3.58041 -0.45021 -2.78052
F -4.89342 -0.42722 -2.45767
F -3.49292 -1.05180 -3.97952
F -3.20197 0.82582 -2.95441
H -2.64954 -3.15761 -0.86407
H -3.18668 -3.12581 -2.54933
H -4.30296 -2.62492 -1.25297
*
```

Formula: C18H20Al2B2Br10O16
Source: the OMol25 dataset
Level of theory: the ωB97M-V functional and the def2-TZVPD basis

Calculated values
- HOMO energy: -16.31 eV

Structure (ORCA input):
```
! wB97M-V def2-TZVPD RIJCOSX def2/J DEFGRID3
* xyz 4 1
Al 4.14728 -0.08607 6.55523
Al -3.38583 7.74429 -3.77117
O -4.18451 7.65729 4.36339
C -3.34305 6.88702 4.03692
O -2.68526 6.12278 4.91236
B -1.64934 5.34108 4.35309
O -1.71631 5.69588 2.88093
C -2.67774 6.56637 2.68232
O -3.01572 7.20614 1.69433
O -1.84252 3.88612 4.57459
C -0.72924 3.45291 4.97809
O -0.38757 2.26393 5.19377
C 0.20690 4.65398 5.43288
O -0.35637 5.75062 4.92436
O 1.31848 4.47071 5.96587
O 1.47491 -0.80297 1.87698
C 0.98643 -0.56293 0.73988
O 0.59297 0.66128 0.41615
B -0.00691 0.61963 -0.93477
O 0.22663 -0.73572 -1.41986
C 0.78001 -1.51706 -0.43552
O 1.30059 -2.65489 -0.52830
O -1.48886 0.90662 -0.88154
C -1.79737 2.09919 -1.52278
O -2.87217 2.69605 -1.64509
C -0.48489 2.57674 -2.13420
O 0.48365 1.78988 -1.72121
O -0.44372 3.49447 -2.95960
Br 3.17555 -9.23263 -0.49804
C 1.31825 -9.17664 0.21841
C 1.40873 -9.07703 1.73647
Br -0.41595 -9.09037 2.63291
H 0.88261 -10.10428 -0.15281
H 0.80086 -8.35430 -0.27572
H 1.76495 -8.08332 2.00806
H 2.04697 -9.77489 2.27846
Br -6.55313 -1.66350 -2.07296
C -5.35682 -3.19251 -1.80251
C -5.81520 -4.20391 -0.71989
Br -4.51529 -5.67262 -0.66768
H -4.34862 -2.78059 -1.84670
H -5.37322 -3.72360 -2.75424
H -6.82633 -4.60768 -0.77198
H -5.75583 -3.73469 0.26214
Br -3.35401 -2.45253 4.27789
C -4.00955 -0.81754 3.54983
C -5.15503 -0.28533 4.41502
Br -5.84121 1.42995 3.70963
H -4.41189 -1.05321 2.56460
H -3.17690 -0.11732 3.48270
H -4.75217 -0.01659 5.39153
H -5.94691 -1.00145 4.63463
Br 2.88982 7.07507 -5.88059
C 4.22012 5.70852 -5.38577
C 5.17797 5.71801 -6.52349
Br 6.76505 4.70654 -6.00487
H 3.76841 4.75390 -5.11604
H 4.59829 6.18888 -4.48337
H 5.53067 6.74497 -6.61871
H 4.79399 5.24904 -7.42943
Br 5.62379 -1.11324 -3.43093
C 6.16331 -3.03773 -3.31918
C 7.37306 -3.32431 -4.14609
Br 7.79119 -5.24614 -4.08855
H 5.41979 -3.69779 -3.76594
H 6.24160 -3.38206 -2.28797
H 8.20885 -2.86155 -3.62130
H 7.19374 -2.87885 -5.12462
*
```

Formula: C18H20AlBF4IN4O2S
Source: the OMol25 dataset
Level of theory: the ωB97M-V functional and the def2-TZVPD basis

Calculated values
- HOMO energy: -11.47 eV

Structure (ORCA input):
```
! wB97M-V def2-TZVPD RIJCOSX def2/J DEFGRID3
* xyz 1 1
Al -0.18227 -0.11691 0.24344
C -1.37398 3.33948 -2.28414
C 0.08595 3.01476 -2.31899
N 0.89925 3.74517 -3.04951
C 2.21543 3.49077 -3.06409
C 2.81786 2.52316 -2.29703
C 4.31326 2.31030 -2.36315
O 4.97011 2.45435 -1.11044
C 1.97467 1.73848 -1.46605
C 2.52923 0.84916 -0.48487
N 1.84978 0.12789 0.35062
C 2.53917 -0.67509 1.28853
C 3.72128 -1.34974 0.98884
C 4.29628 -2.20445 1.91325
C 3.69704 -2.41142 3.14715
C 2.52392 -1.74614 3.46813
C 1.96728 -0.89071 2.53778
I 0.18136 0.17333 2.96941
C 0.58682 1.94544 -1.53685
O -0.24627 1.17118 -0.87537
H -1.63579 3.96880 -3.12968
H -1.97743 2.43312 -2.26965
H -1.59887 3.88947 -1.36661
H 2.80199 4.12284 -3.72212
H 4.51951 1.28914 -2.69094
H 4.73794 2.98702 -3.10755
H 4.99432 3.38537 -0.86550
H 3.61081 0.85751 -0.38434
H 4.17315 -1.22542 0.01311
H 5.21144 -2.72121 1.65847
H 4.13334 -3.09747 3.85977
H 2.05325 -1.88963 4.43094
F -4.35165 -0.45149 1.23977
B -3.90817 0.01516 0.08988
F -1.84841 -0.32092 0.49976
F -3.77564 1.31404 -0.11876
F -3.91010 -0.79992 -0.97863
C 1.51253 -2.67833 -3.29446
N 0.08956 -2.56013 -3.07174
C -0.85444 -2.50195 -4.19229
C -2.20770 -2.25323 -3.50129
N -1.82145 -2.14961 -2.09529
C -0.52345 -2.32256 -1.91466
S 0.26184 -2.34672 -0.38503
H 1.70603 -3.48794 -3.99725
H 2.00622 -2.89316 -2.35145
H 1.91315 -1.75076 -3.71318
H -0.82959 -3.44004 -4.74641
H -0.57989 -1.69151 -4.86972
H -2.90041 -3.08198 -3.64055
H -2.68937 -1.33621 -3.83574
H -2.47394 -1.91097 -1.36341
*
```

What did the fourth record say?
Formula: C18H20Al2B2Br10O16
Source: the OMol25 dataset
Level of theory: the ωB97M-V functional and the def2-TZVPD basis

Calculated values
- HOMO energy: -16.31 eV

Structure (ORCA input):
```
! wB97M-V def2-TZVPD RIJCOSX def2/J DEFGRID3
* xyz 4 1
Al 4.14728 -0.08607 6.55523
Al -3.38583 7.74429 -3.77117
O -4.18451 7.65729 4.36339
C -3.34305 6.88702 4.03692
O -2.68526 6.12278 4.91236
B -1.64934 5.34108 4.35309
O -1.71631 5.69588 2.88093
C -2.67774 6.56637 2.68232
O -3.01572 7.20614 1.69433
O -1.84252 3.88612 4.57459
C -0.72924 3.45291 4.97809
O -0.38757 2.26393 5.19377
C 0.20690 4.65398 5.43288
O -0.35637 5.75062 4.92436
O 1.31848 4.47071 5.96587
O 1.47491 -0.80297 1.87698
C 0.98643 -0.56293 0.73988
O 0.59297 0.66128 0.41615
B -0.00691 0.61963 -0.93477
O 0.22663 -0.73572 -1.41986
C 0.78001 -1.51706 -0.43552
O 1.30059 -2.65489 -0.52830
O -1.48886 0.90662 -0.88154
C -1.79737 2.09919 -1.52278
O -2.87217 2.69605 -1.64509
C -0.48489 2.57674 -2.13420
O 0.48365 1.78988 -1.72121
O -0.44372 3.49447 -2.95960
Br 3.17555 -9.23263 -0.49804
C 1.31825 -9.17664 0.21841
C 1.40873 -9.07703 1.73647
Br -0.41595 -9.09037 2.63291
H 0.88261 -10.10428 -0.15281
H 0.80086 -8.35430 -0.27572
H 1.76495 -8.08332 2.00806
H 2.04697 -9.77489 2.27846
Br -6.55313 -1.66350 -2.07296
C -5.35682 -3.19251 -1.80251
C -5.81520 -4.20391 -0.71989
Br -4.51529 -5.67262 -0.66768
H -4.34862 -2.78059 -1.84670
H -5.37322 -3.72360 -2.75424
H -6.82633 -4.60768 -0.77198
H -5.75583 -3.73469 0.26214
Br -3.35401 -2.45253 4.27789
C -4.00955 -0.81754 3.54983
C -5.15503 -0.28533 4.41502
Br -5.84121 1.42995 3.70963
H -4.41189 -1.05321 2.56460
H -3.17690 -0.11732 3.48270
H -4.75217 -0.01659 5.39153
H -5.94691 -1.00145 4.63463
Br 2.88982 7.07507 -5.88059
C 4.22012 5.70852 -5.38577
C 5.17797 5.71801 -6.52349
Br 6.76505 4.70654 -6.00487
H 3.76841 4.75390 -5.11604
H 4.59829 6.18888 -4.48337
H 5.53067 6.74497 -6.61871
H 4.79399 5.24904 -7.42943
Br 5.62379 -1.11324 -3.43093
C 6.16331 -3.03773 -3.31918
C 7.37306 -3.32431 -4.14609
Br 7.79119 -5.24614 -4.08855
H 5.41979 -3.69779 -3.76594
H 6.24160 -3.38206 -2.28797
H 8.20885 -2.86155 -3.62130
H 7.19374 -2.87885 -5.12462
*
```